Molecular formula: C25H17Cl3I2MnOS3Si
Method: DFT, ωB97M-V with the def2-TZVPD basis set

⟨S²⟩: 8.762
E_LUMO (spin up / spin down) (Ha): 0.1432 / 0.1432
Kohn-Sham gap (spin up / spin down) (eV): 4.50 / 5.84

ORCA input file:
```
! RIJCOSX wB97M-V def2-TZVPD def2/J DEFGRID3
* xyz -2 6
Mn -0.248 1.650 0.231
S 2.259 4.751 1.870
C 1.707 3.250 1.341
S 0.958 2.107 2.299
S 1.770 3.134 -0.370
Cl -7.062 3.267 -0.136
C -5.610 2.459 -0.207
C -4.466 3.273 -0.075
C -3.262 2.651 0.084
Cl -1.868 3.695 0.376
C -3.127 1.260 -0.173
O -1.913 0.740 -0.178
C -4.303 0.453 -0.318
Cl -4.306 -1.239 -0.320
C -5.521 1.087 -0.277
H -4.638 4.350 0.116
H -6.442 0.541 -0.490
I 1.534 6.433 -0.191
I 0.724 8.778 -1.387
C -0.196 -3.700 3.420
C 1.123 -3.559 3.073
C 1.442 -2.577 2.092
C 0.467 -1.676 1.635
C -0.871 -1.731 2.156
C -1.163 -2.750 3.067
Si 0.885 -0.453 0.230
C 0.226 -1.294 -1.380
C -0.695 -2.337 -1.238
C -1.260 -2.983 -2.337
C -0.916 -2.602 -3.614
C -0.081 -1.466 -3.798
C 0.441 -0.819 -2.693
C 2.764 -0.455 0.067
C 3.438 -0.649 -1.119
C 4.686 -0.047 -1.412
C 5.393 0.673 -0.415
C 4.723 0.821 0.804
C 3.531 0.154 1.081
H -0.545 -4.603 3.901
H 1.878 -4.309 3.356
H 2.462 -2.541 1.714
H -1.705 -1.138 1.727
H -2.188 -2.893 3.389
H -0.903 -2.762 -0.285
H -1.952 -3.830 -2.206
H -1.243 -3.141 -4.487
H 0.256 -1.186 -4.787
H 0.994 0.126 -2.827
H 3.082 -1.368 -1.868
H 5.066 -0.199 -2.426
H 6.364 1.131 -0.672
H 5.159 1.416 1.566
H 3.152 0.107 2.090
*
```

Mulliken population analysis, charges in e, atoms 1 to 5: Mn -0.085; S -0.380; C 0.521; S -0.482; S -0.485